{
  "formula": "C21H56FO7Zn",
  "method": "the ωB97M-V functional and the def2-TZVPD basis",
  "species": ["Zn", "F", "C", "C", "C", "O", "H", "H", "H", "H", "H", "H", "H", "H", "C", "C", "C", "O", "H", "H", "H", "H", "H", "H", "H", "H", "C", "C", "C", "O", "H", "H", "H", "H", "H", "H", "H", "H", "C", "C", "C", "O", "H", "H", "H", "H", "H", "H", "H", "H", "C", "C", "C", "O", "H", "H", "H", "H", "H", "H", "H", "H", "C", "C", "C", "O", "H", "H", "H", "H", "H", "H", "H", "H", "C", "C", "C", "O", "H", "H", "H", "H", "H", "H", "H", "H"],
  "positions_angstrom": [[-11.966, -15.739, -33.974], [-13.727, -14.750, -34.164], [-15.318, -10.967, -32.120], [-13.888, -11.444, -32.374], [-12.881, -10.831, -31.427], [-13.773, -12.886, -32.189], [-15.520, -10.221, -32.898], [-15.370, -10.371, -31.209], [-16.065, -11.748, -32.202], [-13.565, -11.285, -33.409], [-12.855, -9.743, -31.493], [-11.887, -11.254, -31.499], [-13.250, -11.076, -30.424], [-14.056, -13.361, -32.991], [-17.487, -15.089, -32.233], [-17.333, -16.063, -33.419], [-17.691, -15.498, -34.767], [-15.954, -16.476, -33.430], [-18.533, -14.768, -32.188], [-16.823, -14.234, -32.351], [-17.277, -15.623, -31.309], [-17.939, -16.949, -33.207], [-17.062, -14.652, -35.048], [-18.708, -15.101, -34.668], [-17.687, -16.329, -35.469], [-15.441, -15.842, -33.961], [-12.623, -15.662, -38.147], [-13.054, -16.494, -36.926], [-13.228, -17.955, -37.235], [-12.002, -16.283, -35.899], [-12.033, -14.846, -37.735], [-13.485, -15.271, -38.688], [-12.084, -16.226, -38.911], [-13.951, -16.013, -36.543], [-13.559, -18.650, -36.464], [-12.301, -18.418, -37.587], [-13.975, -17.945, -38.034], [-11.200, -16.643, -36.305], [-12.143, -19.301, -33.939], [-13.310, -18.721, -33.180], [-13.613, -19.362, -31.837], [-13.221, -17.293, -33.112], [-11.922, -18.731, -34.843], [-12.344, -20.334, -34.214], [-11.200, -19.262, -33.378], [-14.187, -18.880, -33.829], [-13.699, -20.442, -31.925], [-14.532, -18.907, -31.468], [-12.766, -19.169, -31.172], [-14.038, -16.920, -32.738], [-15.349, -12.231, -35.949], [-13.975, -12.264, -36.585], [-13.541, -10.983, -37.276], [-13.001, -12.519, -35.543], [-16.138, -11.786, -36.560], [-15.388, -11.648, -35.023], [-15.722, -13.219, -35.661], [-13.940, -13.075, -37.321], [-13.730, -10.089, -36.685], [-14.120, -10.926, -38.203], [-12.503, -11.035, -37.601], [-13.403, -13.221, -34.991], [-9.306, -12.811, -35.778], [-9.598, -13.417, -34.391], [-9.566, -12.319, -33.336], [-10.922, -13.978, -34.434], [-10.090, -12.065, -35.951], [-9.416, -13.471, -36.640], [-8.317, -12.359, -35.791], [-8.783, -14.110, -34.180], [-10.445, -11.689, -33.471], [-8.611, -11.803, -33.309], [-9.718, -12.804, -32.367], [-11.535, -13.335, -34.830], [-10.924, -14.407, -29.883], [-11.778, -15.428, -30.613], [-13.090, -15.714, -29.924], [-12.081, -14.925, -31.960], [-10.951, -14.693, -28.829], [-11.360, -13.417, -30.006], [-9.893, -14.362, -30.226], [-11.204, -16.343, -30.784], [-13.777, -16.358, -30.472], [-13.636, -14.764, -29.852], [-12.972, -16.073, -28.901], [-12.594, -14.077, -31.822]],
  "e_lumo_ev": -3.02,
  "e_above_lowest_kcal_mol": 8.0,
  "charge": 1,
  "homo_lumo_gap_ev": 9.42,
  "energy_ha": -3239.452670
}



{
  "formula": "C21H56FeLi2O29P2S7",
  "method": "the ωB97M-V functional and the def2-TZVPD basis",
  "species": ["Li", "Li", "Fe", "P", "O", "O", "O", "O", "P", "O", "O", "O", "O", "O", "S", "O", "O", "C", "C", "C", "H", "H", "H", "H", "H", "H", "H", "H", "O", "S", "O", "O", "C", "C", "C", "H", "H", "H", "H", "H", "H", "H", "H", "O", "S", "O", "O", "C", "C", "C", "H", "H", "H", "H", "H", "H", "H", "H", "O", "S", "O", "O", "C", "C", "C", "H", "H", "H", "H", "H", "H", "H", "H", "O", "S", "O", "O", "C", "C", "C", "H", "H", "H", "H", "H", "H", "H", "H", "O", "S", "O", "O", "C", "C", "C", "H", "H", "H", "H", "H", "H", "H", "H", "O", "S", "O", "O", "C", "C", "C", "H", "H", "H", "H", "H", "H", "H", "H"],
  "positions_angstrom": [[0.064, -2.006, -0.218], [0.572, 1.258, -0.626], [-1.841, 1.970, -3.643], [-1.057, 0.329, -2.175], [-1.072, 0.288, -3.697], [-2.488, 0.906, -2.192], [-0.476, 1.752, -2.301], [-0.254, -0.430, -1.119], [-2.723, 3.688, -4.948], [-3.297, 2.208, -4.897], [-2.577, 3.780, -3.428], [-3.239, 4.852, -5.897], [-1.333, 3.097, -5.055], [3.615, -3.614, -2.486], [2.639, -2.534, -2.399], [2.101, -2.036, -1.132], [3.331, -1.190, -3.149], [2.606, -0.001, -3.354], [3.503, 1.166, -2.922], [1.309, -2.850, -3.617], [1.661, -0.111, -2.823], [2.389, 0.096, -4.417], [3.939, 1.062, -1.929], [2.880, 2.052, -2.802], [4.260, 1.451, -3.652], [0.623, -2.003, -3.631], [0.698, -3.695, -3.301], [1.744, -3.003, -4.605], [4.668, 0.240, 0.686], [3.475, 1.035, 1.055], [2.216, 0.845, 0.346], [3.223, 1.080, 2.686], [1.896, 1.257, 3.037], [1.473, 2.659, 3.039], [4.087, 2.731, 0.888], [1.853, 0.932, 4.077], [1.221, 0.581, 2.513], [0.410, 2.554, 3.253], [1.686, 3.279, 2.168], [1.858, 3.207, 3.900], [3.811, 3.041, -0.120], [5.148, 2.582, 1.087], [3.763, 3.382, 1.700], [0.069, -5.416, 1.993], [1.144, -5.132, 1.015], [0.894, -4.286, -0.174], [2.549, -4.741, 1.737], [3.574, -4.071, 1.013], [3.687, -2.587, 1.495], [1.732, -6.761, 0.404], [3.563, -4.216, -0.068], [4.422, -4.655, 1.370], [3.787, -2.636, 2.580], [2.766, -2.039, 1.298], [4.503, -2.111, 0.951], [0.909, -7.389, 0.061], [2.148, -7.267, 1.274], [2.476, -6.587, -0.373], [-0.894, 1.250, 1.286], [-2.190, 1.534, 1.875], [-2.451, 1.421, 3.335], [-2.797, 2.996, 1.369], [-2.508, 3.342, 0.036], [-2.476, 4.914, 0.123], [-3.378, 0.454, 1.046], [-3.314, 3.063, -0.642], [-1.589, 2.959, -0.407], [-1.696, 5.197, 0.830], [-3.458, 5.118, 0.548], [-2.251, 5.408, -0.822], [-4.393, 0.783, 1.271], [-3.143, -0.548, 1.404], [-3.103, 0.481, -0.008], [0.232, -2.146, 2.035], [-0.351, -2.058, 3.333], [-0.438, -0.717, 3.957], [-1.889, -2.535, 3.096], [-2.801, -2.488, 4.186], [-3.364, -3.835, 4.660], [0.166, -3.434, 4.496], [-3.631, -1.797, 4.042], [-2.286, -1.933, 4.971], [-4.445, -3.866, 4.523], [-3.221, -3.926, 5.736], [-3.022, -4.713, 4.111], [-0.406, -4.330, 4.255], [0.042, -3.105, 5.528], [1.209, -3.634, 4.249], [0.904, 3.427, -0.580], [1.132, 4.684, -1.312], [0.500, 5.971, -0.875], [2.816, 4.925, -1.305], [3.252, 6.188, -1.537], [4.832, 6.158, -1.344], [0.897, 4.471, -3.134], [2.800, 6.900, -0.847], [3.043, 6.534, -2.549], [4.956, 5.889, -0.295], [5.328, 7.080, -1.647], [5.319, 5.377, -1.928], [1.651, 5.093, -3.617], [-0.105, 4.724, -3.480], [0.990, 3.425, -3.426], [-1.860, -2.888, -0.234], [-3.177, -3.296, -0.663], [-3.622, -4.676, -0.848], [-4.191, -2.572, 0.367], [-5.527, -3.032, 0.463], [-6.392, -2.107, 1.281], [-3.659, -2.459, -2.300], [-5.605, -4.050, 0.843], [-6.004, -3.103, -0.514], [-6.121, -2.032, 2.334], [-7.449, -2.352, 1.384], [-6.404, -1.118, 0.824], [-2.795, -2.686, -2.925], [-3.703, -1.370, -2.340], [-4.547, -2.952, -2.695]],
  "multiplicity": 6,
  "e_lumo_ev": [1.25, 1.25],
  "e_above_lowest_kcal_mol": 152.3,
  "charge": -1,
  "homo_lumo_gap_ev": [4.77, 4.59],
  "energy_ha": -7764.676706,
  "s_squared": 8.76
}



The highest charge belongs to which entry? C21H56FO7Zn